Density functional theory data (the ωB97M-V functional and the def2-TZVPD basis) for a structure of composition C22H21AlN6O at a distorted geometry.

Summary:
Relative energy (zero: lowest compared OMol25 entry of this formula, charge and spin)   834.2 kJ/mol
Kohn-Sham gap   6.0 eV
LUMO level   0.485 eV

Geometry as ORCA input:
```
! RIJCOSX wB97M-V def2-TZVPD def2/J DEFGRID3
* xyz 0 1
H -0.73 2.08 4.14
H -1.77 2.32 0.04
C -0.40 1.14 2.25
C -2.21 1.37 -0.27
C -3.58 1.33 -0.53
C 1.59 3.03 1.85
H -2.70 -3.52 -1.79
C 0.52 -3.33 -1.40
H 2.99 -5.49 0.65
C -4.18 0.14 -0.92
C 1.35 2.05 0.88
H -0.54 -5.15 -2.15
C -0.56 -4.13 -1.79
Al 1.47 -0.82 -0.38
N 2.19 1.97 -0.27
C 3.63 2.40 -1.89
C 3.10 1.11 -1.99
H 1.99 3.86 4.64
C 3.05 2.93 -0.77
C 0.83 3.08 3.02
H 2.18 -5.76 -0.90
H 3.13 3.90 -0.31
H 1.61 -3.54 -1.37
H -3.85 -1.88 -1.47
H -6.19 0.84 -0.62
H -4.16 2.24 -0.40
N -0.04 0.28 -0.02
C 2.89 -5.12 -0.37
H 0.26 4.24 4.74
C -1.66 -3.33 -1.61
N 0.14 -2.12 -1.01
C -0.14 2.10 3.23
N 2.09 -2.62 -0.36
C -5.65 0.08 -1.19
H -1.18 0.41 2.41
C -3.37 -0.98 -1.12
H 2.39 3.75 1.73
N -1.21 -2.10 -1.14
H -5.85 0.23 -2.25
H 1.26 5.10 3.59
C 2.44 -3.73 -0.37
H 3.28 0.34 -2.73
H -6.06 -0.89 -0.89
H 3.87 -5.21 -0.86
C 0.29 1.12 1.02
C 1.10 4.13 4.06
N 2.26 0.83 -0.99
C -1.37 0.24 -0.36
H 4.33 2.88 -2.56
O 3.13 -0.83 -0.37
C -1.99 -0.94 -0.86
*
```